{"formula": "C4H8ClIn", "method": "the ωB97M-V functional and the def2-TZVPD basis", "species": ["C", "C", "C", "C", "Cl", "H", "H", "H", "H", "H", "H", "H", "H", "In"], "positions_angstrom": [[-0.66874, 1.57568, -1.14898], [0.25736, 0.50807, -1.03246], [-0.07844, -0.86206, -0.28240], [0.47428, -0.91509, 1.14036], [2.23494, -0.99715, 1.11121], [-0.41735, 2.58433, -0.80980], [-1.35176, 1.66684, -1.99803], [0.42920, 0.20858, -2.08441], [1.16964, 0.88410, -0.56337], [-1.13498, -1.11894, -0.33351], [0.47634, -1.61392, -0.83778], [0.21652, -0.06539, 1.80405], [0.10484, -1.81852, 1.63159], [-1.71186, -0.03653, 3.40352]], "forces_ev_per_angstrom": [[1.380, 1.166, -2.268], [0.085, -0.026, 0.997], [0.110, -0.169, -0.047], [0.078, 0.207, 0.166], [0.065, 0.084, 0.108], [-0.306, -0.234, 0.925], [-0.751, -0.729, 0.524], [-0.245, -0.038, -0.045], [0.054, -0.094, -0.016], [-0.061, 0.165, -0.078], [-0.172, -0.118, -0.056], [0.133, -0.049, -0.653], [0.032, -0.145, -0.190], [-0.400, -0.020, 0.635]], "nbo_charge": [0.274, -0.596, -0.361, -0.416, 0.051, 0.233, 0.237, 0.362, 0.292, 0.245, 0.282, 0.149, 0.245, 1.003], "fmax_ev_per_a": 2.90, "orbital_gap_ev": 7.0, "charge": 2, "e_tot_ev": -21953.147}

***

{"formula": "C44H70BN10O8Pb", "method": "the ωB97M-V functional and the def2-TZVPD basis", "species": ["Pb", "O", "C", "O", "B", "O", "C", "O", "O", "C", "O", "C", "O", "O", "C", "C", "C", "C", "N", "H", "H", "H", "H", "H", "H", "H", "C", "C", "C", "C", "N", "H", "H", "H", "H", "H", "H", "H", "C", "C", "C", "C", "N", "H", "H", "H", "H", "H", "H", "H", "C", "C", "C", "C", "N", "H", "H", "H", "H", "H", "H", "H", "C", "C", "C", "C", "N", "H", "H", "H", "H", "H", "H", "H", "C", "C", "C", "C", "N", "H", "H", "H", "H", "H", "H", "H", "C", "C", "C", "C", "N", "H", "H", "H", "H", "H", "H", "H", "C", "C", "C", "C", "N", "H", "H", "H", "H", "H", "H", "H", "C", "C", "C", "C", "N", "H", "H", "H", "H", "H", "H", "H", "C", "C", "C", "C", "N", "H", "H", "H", "H", "H", "H", "H"], "positions_angstrom": [[36.00036, -10.97964, 16.69753], [27.72330, -10.30472, 8.99308], [28.52801, -9.79510, 9.76755], [29.66296, -10.30881, 10.26259], [30.38256, -9.29168, 11.05180], [29.41723, -8.14032, 11.14409], [28.32497, -8.40089, 10.41121], [27.28339, -7.75860, 10.33973], [31.64641, -8.89393, 10.39302], [32.66005, -9.13207, 11.19393], [33.88070, -8.97330, 10.99228], [32.13521, -9.74687, 12.52806], [30.80508, -9.82578, 12.41027], [32.81684, -10.02330, 13.50116], [35.42825, -7.58931, 6.93480], [36.75889, -6.87559, 7.42900], [36.58331, -5.33935, 7.71763], [36.12062, -4.63517, 6.49832], [35.74077, -4.06420, 5.56490], [35.50851, -8.67596, 6.96361], [35.14074, -7.28049, 5.92978], [34.60780, -7.32464, 7.60182], [37.50201, -7.03094, 6.64686], [37.08155, -7.36634, 8.34724], [37.45611, -4.86029, 8.16127], [35.84256, -5.25868, 8.51316], [20.92637, -8.36020, 9.34593], [22.21122, -7.58588, 9.00605], [22.38759, -6.27656, 9.77287], [22.30540, -6.50242, 11.23004], [22.29946, -6.66921, 12.38435], [20.02403, -7.81724, 9.06471], [20.74007, -8.50989, 10.40940], [20.85664, -9.33947, 8.87235], [22.17503, -7.37012, 7.93823], [23.03744, -8.27302, 9.18853], [21.59971, -5.55452, 9.55839], [23.33229, -5.80853, 9.49614], [28.32744, -8.14820, 15.84557], [28.99281, -8.55271, 17.18646], [29.84948, -9.84088, 17.15356], [29.16020, -11.03776, 16.72058], [28.56364, -11.99040, 16.36532], [27.72569, -7.25080, 15.98938], [27.64116, -8.93033, 15.52094], [29.05117, -7.96310, 15.05181], [28.16619, -8.71479, 17.87822], [29.58388, -7.69603, 17.51024], [30.27217, -10.04990, 18.13628], [30.74304, -9.68710, 16.54857], [22.66624, -12.48658, 12.11200], [23.97349, -11.73427, 11.80051], [25.15790, -12.25562, 12.64589], [25.49059, -13.61979, 12.31566], [25.78709, -14.72634, 12.04154], [21.83587, -12.18051, 11.47568], [22.35202, -12.22268, 13.12181], [22.76344, -13.56753, 12.01099], [23.76916, -10.69514, 12.05847], [24.17137, -11.85049, 10.73494], [25.00690, -12.18785, 13.72325], [26.06875, -11.66162, 12.57101], [28.69994, -1.71484, 12.75721], [28.38058, -3.22947, 12.87971], [26.80921, -3.38971, 12.94947], [26.12833, -2.91102, 11.74094], [25.55454, -2.52472, 10.82089], [28.18794, -1.31213, 11.88326], [29.73165, -1.37115, 12.68276], [28.29619, -1.25314, 13.65827], [28.92491, -3.69803, 13.69962], [28.73555, -3.70572, 11.96577], [26.43459, -2.98033, 13.88765], [26.59500, -4.45842, 12.94045], [33.13892, -10.89777, 3.96307], [31.69090, -11.35237, 4.39377], [31.28516, -10.79903, 5.77944], [31.01064, -9.37137, 5.78631], [30.81072, -8.22097, 5.81863], [33.92226, -11.26116, 4.62822], [33.24479, -9.82320, 3.81410], [33.33348, -11.30399, 2.97048], [31.80026, -12.43624, 4.43076], [31.00295, -11.04268, 3.60706], [32.06656, -10.97670, 6.51832], [30.42166, -11.35557, 6.14376], [25.86752, -4.37905, 5.32815], [26.29903, -5.68008, 5.93740], [26.38863, -6.93264, 5.04614], [25.06347, -7.41564, 4.71520], [23.97620, -7.74435, 4.51748], [25.56241, -3.67219, 6.09974], [24.95904, -4.59905, 4.76748], [26.68670, -4.00023, 4.71696], [25.69654, -5.89313, 6.82042], [27.31612, -5.50314, 6.28714], [26.87177, -7.78582, 5.52233], [27.00785, -6.65458, 4.19329], [24.73928, -15.54401, 6.49530], [24.48181, -14.05943, 6.81213], [24.29990, -13.11890, 5.58238], [25.50380, -12.92436, 4.80135], [26.46689, -12.72806, 4.19896], [23.85571, -16.05900, 6.11821], [24.95990, -16.13793, 7.38225], [25.55433, -15.71189, 5.79130], [25.31678, -13.65772, 7.38621], [23.66023, -13.97498, 7.52345], [23.90398, -12.17358, 5.95347], [23.56929, -13.55598, 4.90174], [32.47966, -14.73731, 12.02661], [31.05827, -14.80116, 12.50378], [30.81290, -16.03969, 13.40180], [31.21612, -17.29450, 12.77670], [31.57035, -18.26118, 12.30403], [32.59392, -13.87978, 11.36352], [32.80572, -15.58757, 11.42756], [33.18910, -14.59771, 12.84227], [30.46861, -14.78781, 11.58715], [30.71748, -13.88799, 12.99171], [29.76787, -16.19630, 13.66914], [31.33372, -15.88433, 14.34663], [38.95342, -11.47753, 8.08621], [38.73860, -11.61381, 9.59640], [37.47678, -12.27297, 10.02480], [37.35095, -12.28935, 11.48103], [37.27760, -12.35912, 12.64197], [39.79338, -10.83844, 7.81392], [38.09645, -10.98454, 7.62723], [39.12863, -12.48298, 7.70349], [38.83650, -10.61255, 10.01592], [39.63523, -12.10241, 9.97775], [37.42969, -13.34873, 9.85563], [36.63870, -11.79547, 9.51715]], "forces_ev_per_angstrom": [[-0.150, -0.088, -0.762], [2.432, 1.055, 2.057], [-1.618, -1.636, -1.748], [-0.442, 0.404, -0.293], [-0.892, 0.156, 0.033], [-0.003, -0.612, -0.322], [-1.981, 1.542, 0.724], [2.898, -1.329, 0.179], [0.628, -0.133, 0.767], [3.621, 0.174, -0.802], [-3.726, -0.283, 0.365], [-0.804, 0.153, 0.878], [1.119, 0.273, -0.357], [-0.926, 0.142, -1.108], [0.673, 0.938, 0.677], [-1.057, -0.101, -0.585], [-0.480, -1.107, -0.332], [-0.218, 0.676, -0.197], [0.478, -0.756, 0.998], [0.255, 0.040, -0.068], [0.137, 0.028, 0.020], [-0.088, 0.021, 0.032], [0.232, 0.089, 0.191], [0.148, 0.082, -0.003], [0.289, -0.111, -0.503], [-0.397, 0.179, -0.232], [-0.679, 0.371, 0.295], [-0.855, -0.798, -0.108], [-0.324, -0.255, 0.406], [0.636, -0.079, 1.875], [-0.106, 0.228, -2.136], [0.037, 0.206, -0.432], [0.578, -0.108, 0.233], [0.273, 0.081, -0.124], [0.266, 0.069, -0.021], [0.296, 0.296, -0.002], [-0.095, -0.051, -0.293], [0.054, 0.027, 0.301], [0.187, -0.506, 0.382], [-0.737, -0.022, -0.795], [0.600, 0.865, 0.290], [-2.170, -2.968, -1.378], [1.878, 2.822, 1.081], [0.117, 0.032, 0.030], [0.056, -0.050, -0.127], [0.038, -0.013, -0.004], [0.195, 0.106, 0.303], [0.177, -0.267, 0.327], [-0.257, 0.048, 0.307], [-0.101, -0.030, -0.489], [0.089, 0.181, 0.219], [-0.700, -0.404, 0.427], [-0.038, 0.706, 0.140], [1.173, -3.803, -0.836], [-0.898, 3.187, 0.756], [0.197, 0.127, -0.225], [0.003, -0.314, 0.167], [0.080, -0.016, 0.122], [0.399, 0.144, -0.286], [0.344, 0.279, 0.056], [-0.656, -0.197, 0.092], [0.046, 0.148, -0.647], [-0.439, -0.263, 0.499], [-0.230, 1.179, -1.161], [1.484, -1.063, -0.150], [-0.213, 0.675, 0.282], [0.298, -0.242, 0.226], [-0.117, 0.062, 0.090], [0.186, -0.633, 0.016], [-0.100, 0.377, -0.075], [-0.461, 0.009, 0.232], [-0.096, -0.258, -0.010], [-0.275, 0.259, -0.323], [-0.070, -0.149, 0.334], [-0.929, 0.021, -0.413], [2.084, 0.693, -0.022], [0.003, -0.759, -0.382], [-0.512, 2.483, 0.089], [0.381, -2.312, -0.091], [-0.123, 0.032, 0.151], [-0.133, 0.130, 0.395], [0.068, -0.235, 0.021], [-0.689, -0.030, 0.125], [-0.188, -0.212, 0.230], [0.205, -0.044, -0.065], [-0.239, 0.238, 0.007], [-0.767, -0.535, -0.453], [1.069, -0.499, 1.384], [0.121, 0.529, 0.171], [-0.985, 0.041, -0.700], [0.536, 0.062, 0.140], [0.371, 0.087, -0.032], [0.028, 0.459, -0.535], [-0.408, 0.318, -0.205], [-0.036, -0.170, 0.015], [0.111, -0.271, 0.355], [0.304, 0.275, 0.320], [-0.331, -0.334, -0.397], [-0.288, -0.107, 0.076], [0.769, -0.216, 0.021], [-0.821, -0.988, 0.758], [0.944, 0.439, -0.189], [-0.471, -0.217, 0.291], [-0.170, 0.308, -0.396], [0.275, 0.363, 0.262], [0.009, 0.199, -0.051], [0.271, -0.074, -0.042], [-0.392, 0.087, -0.413], [0.161, 0.153, -0.308], [-0.240, 0.091, 0.013], [0.833, 0.778, -0.165], [-0.582, -0.528, -0.496], [-0.607, 0.483, -0.218], [-0.085, 1.671, 0.895], [0.548, -1.673, -0.870], [0.054, 0.174, 0.014], [-0.249, -0.247, 0.227], [0.136, -0.107, 0.123], [-0.456, -0.591, 0.120], [0.316, -0.061, 0.430], [-0.173, 0.406, -0.052], [0.213, -0.262, -0.014], [-0.490, -0.217, 0.205], [2.301, 1.179, -0.552], [-0.525, -0.681, 0.515], [-0.507, 0.441, 2.264], [0.055, 0.292, -1.694], [0.200, -0.197, 0.378], [-0.205, -0.363, -0.210], [-0.184, 0.180, -0.524], [-0.479, 0.118, 0.235], [-0.166, -0.403, 0.274], [0.153, -0.098, -0.876], [-0.294, -0.090, 0.384]], "mulliken_charge": [1.553, -0.617, 0.603, -0.488, 1.143, -0.420, 0.706, -0.565, -0.537, 0.559, -0.662, 0.700, -0.362, -0.712, -1.074, -0.420, -0.448, 0.238, -0.402, 0.267, 0.397, 0.282, 0.291, 0.286, 0.343, 0.240, -1.353, -0.180, -0.209, 0.212, -0.509, 0.366, 0.364, 0.335, 0.292, 0.167, 0.293, 0.227, -1.057, -0.496, -0.236, 0.238, -0.464, 0.352, 0.323, 0.242, 0.301, 0.325, 0.315, 0.181, -1.300, -0.218, -0.156, 0.177, -0.495, 0.327, 0.349, 0.370, 0.262, 0.261, 0.295, 0.132, -1.153, -0.386, -0.345, 0.213, -0.433, 0.331, 0.346, 0.295, 0.315, 0.268, 0.334, 0.223, -1.176, -0.518, -0.135, 0.210, -0.541, 0.314, 0.334, 0.355, 0.318, 0.339, 0.230, 0.297, -1.111, -0.346, -0.258, 0.227, -0.475, 0.313, 0.301, 0.333, 0.254, 0.295, 0.196, 0.277, -1.200, -0.316, -0.371, 0.235, -0.432, 0.324, 0.350, 0.327, 0.230, 0.306, 0.281, 0.268, -1.185, -0.270, -0.508, 0.253, -0.401, 0.281, 0.398, 0.295, 0.268, 0.288, 0.323, 0.260, -1.195, -0.462, -0.133, 0.118, -0.476, 0.351, 0.269, 0.341, 0.351, 0.316, 0.254, 0.290], "fmax_ev_per_a": 4.07, "orbital_gap_ev": 1.5, "charge": 1, "relative_energy_kj_mol": 1165.5, "e_tot_ev": -83955.692}

***

{"formula": "C8H6FN3", "method": "the ωB97M-V functional and the def2-TZVPD basis", "species": ["N", "C", "N", "C", "C", "C", "C", "C", "C", "N", "C", "F", "H", "H", "H", "H", "H", "H"], "positions_angstrom": [[3.32359, -0.88954, -0.10124], [1.99908, -0.36700, -0.13817], [1.04254, -1.09037, 0.35822], [-0.20405, -0.52443, 0.27016], [-1.31377, -1.24712, 0.76149], [-2.56798, -0.75614, 0.71096], [-2.76189, 0.55115, 0.17426], [-1.71261, 1.25777, -0.28717], [-0.39394, 0.74395, -0.27519], [0.60768, 1.52594, -0.79252], [1.73488, 0.92310, -0.71247], [2.79661, 1.56777, -1.22029], [3.73072, -0.94042, -1.02584], [3.90988, -0.37960, 0.54679], [-1.11188, -2.22837, 1.18746], [-3.40647, -1.34326, 1.07319], [-3.77718, 0.94068, 0.15235], [-1.89522, 2.25586, -0.68200]], "forces_ev_per_angstrom": [[-0.470, -0.089, 0.065], [0.522, -0.536, 0.132], [-0.161, 0.700, -0.381], [0.288, -0.362, 0.271], [0.634, -0.931, 0.317], [-0.492, 0.720, -0.240], [-0.900, -1.141, 0.579], [0.113, 1.032, -0.480], [-1.189, 0.798, -0.103], [0.252, -1.124, 0.410], [0.391, 0.515, -0.331], [-0.003, -0.105, 0.095], [0.200, 0.235, 0.146], [0.140, 0.011, -0.236], [0.017, 0.168, -0.123], [0.096, 0.152, -0.034], [0.260, 0.128, -0.079], [0.303, -0.172, -0.008]], "nbo_charge": [-0.837, 0.267, -0.324, 0.069, -0.193, -0.205, -0.200, -0.214, 0.168, -0.403, 0.531, -0.312, 0.381, 0.382, 0.229, 0.220, 0.218, 0.225], "fmax_ev_per_a": 1.56, "smiles": "Nc1nc2ccccc2nc1F", "orbital_gap_ev": 9.3, "charge": 0, "relative_energy_kj_mol": 0.0, "e_tot_ev": -15581.252}

***

{"formula": "C4H9AlLiO4", "method": "the ωB97M-V functional and the def2-TZVPD basis", "species": ["O", "Li", "O", "C", "O", "C", "C", "O", "C", "Al", "H", "H", "H", "H", "H", "H", "H", "H", "H"], "positions_angstrom": [[1.49235, 0.69751, -1.84944], [2.69932, 0.15074, -0.55560], [1.47025, -0.78683, 0.44238], [0.99098, -2.03720, 0.73640], [-0.42059, -2.10637, 0.86268], [-1.14192, -1.59883, -0.28879], [-2.24597, -0.70007, 0.18206], [-1.70317, 0.65380, 0.26021], [-2.59833, 1.65821, 0.67762], [0.01940, 0.15866, -0.53280], [1.38093, -2.41343, 1.70174], [1.27842, -2.76208, -0.05873], [1.42310, 0.73435, -2.83903], [-1.50123, -2.45854, -0.87390], [-2.64278, -0.93795, 1.18632], [-3.07872, -0.68601, -0.53951], [-2.00510, 2.52355, 0.99330], [-3.26638, 1.95167, -0.14762], [-3.21094, 1.29611, 1.51761]], "forces_ev_per_angstrom": [[-2.088, -0.264, 0.863], [0.272, -0.321, -0.192], [-1.390, 2.785, -0.997], [-0.051, -2.203, 0.254], [-0.216, 0.817, -0.163], [0.856, 0.847, 0.473], [-1.355, -1.139, 0.167], [1.855, -0.345, -0.620], [-0.861, 1.328, 0.394], [2.087, -2.844, -1.180], [-0.199, 0.348, -0.411], [0.053, 0.409, 0.258], [-0.210, 0.089, 1.622], [0.242, 0.661, -0.203], [0.301, 0.076, -0.368], [0.298, 0.075, 0.173], [-0.234, -0.224, -0.038], [0.271, -0.181, 0.224], [0.371, 0.086, -0.256]], "nbo_charge": [-1.281, 0.974, -1.030, 0.234, -0.551, -0.398, -0.129, -0.650, -0.259, 1.929, 0.180, 0.138, 0.525, 0.238, 0.225, 0.213, 0.216, 0.207, 0.218], "fmax_ev_per_a": 3.72, "orbital_gap_ev": 8.6, "charge": 1, "e_tot_ev": -19281.867}